92
Properties=species:S:1:pos:R:3:forces:R:3 method="wB97M-V/def2-TZVPD" lumo_energy_ev="-5.776 / -8.667" multiplicity=6 charge=+2 e_homo_ev="-11.91 / -13.13"
Ir -0.388 0.598 0.301 -0.223 0.125 -0.449
C 3.041 1.688 -2.525 -0.159 0.008 -0.320
O 3.419 1.264 -1.192 0.241 -0.029 0.217
C 2.671 0.186 -0.922 -0.198 0.047 -0.482
N 1.923 -0.272 -1.834 -0.028 -0.214 0.130
C 2.023 0.614 -2.992 -0.004 0.261 0.073
C 0.255 1.936 -4.460 -0.693 0.063 0.319
C -0.872 1.636 -5.419 -0.375 0.322 0.612
C -1.595 2.725 -6.021 0.162 -0.107 -0.125
C -1.177 4.010 -5.871 -0.023 0.031 0.048
C -0.124 4.320 -4.964 -0.003 0.050 0.005
C 0.495 3.355 -4.237 0.177 -0.059 -0.110
C 2.652 -0.416 0.425 0.057 0.028 0.190
C 3.788 -0.720 1.150 0.050 -0.035 0.056
C 3.645 -1.411 2.348 -0.054 0.047 -0.103
C 2.376 -1.777 2.766 -0.148 -0.071 0.070
C 1.283 -1.410 1.993 0.431 0.076 -0.062
N 1.416 -0.719 0.852 0.230 -0.220 0.350
C -0.100 -1.686 2.395 -0.873 0.050 -0.065
N -1.116 -1.246 1.749 0.463 0.002 -0.145
C -2.306 -1.499 2.576 -0.207 -0.031 0.256
C -1.742 -2.354 3.741 -0.331 0.010 -0.103
O -0.309 -2.344 3.521 0.464 -0.063 0.097
C -3.481 -2.126 1.873 -0.048 -0.030 -0.076
C -4.660 -2.302 2.594 0.098 0.048 0.007
C -5.771 -2.864 1.989 -0.014 -0.008 -0.028
C -5.712 -3.259 0.658 0.009 -0.017 -0.035
C -4.537 -3.096 -0.058 -0.073 -0.033 0.000
C -3.427 -2.526 0.548 0.095 0.041 0.147
H 3.936 1.716 -3.142 0.014 -0.027 0.038
H 2.629 2.693 -2.448 0.071 -0.056 0.089
H 2.414 0.055 -3.843 -0.001 -0.012 -0.015
H -1.394 0.694 -5.311 0.146 -0.089 -0.045
H -2.469 2.482 -6.612 0.004 0.051 -0.018
H -1.697 4.820 -6.363 -0.029 -0.038 -0.022
H 0.115 5.361 -4.790 0.021 -0.019 0.042
H 1.176 3.636 -3.444 -0.003 0.041 -0.073
H 4.763 -0.447 0.769 -0.012 0.017 0.001
H 4.512 -1.672 2.938 0.002 0.004 0.002
H 2.210 -2.324 3.684 0.029 -0.002 -0.012
H -2.644 -0.531 2.954 0.077 -0.030 0.045
H -2.089 -3.386 3.710 0.075 -0.003 -0.052
H -1.935 -1.930 4.722 0.069 0.012 -0.010
H -4.708 -1.993 3.633 -0.052 0.023 -0.015
H -6.686 -2.989 2.551 0.006 -0.007 0.006
H -6.580 -3.695 0.182 -0.006 -0.004 0.015
H -4.483 -3.424 -1.089 -0.005 0.022 -0.004
H -2.502 -2.402 0.005 -0.038 -0.072 0.014
O -4.433 1.052 -1.349 0.369 0.316 0.345
C -3.257 0.798 -1.226 -0.558 -1.003 -1.163
O -2.382 1.377 -0.487 0.659 0.288 0.970
C -2.725 -0.347 -2.159 0.073 0.403 0.597
P -0.991 -0.808 -1.773 -0.811 -0.127 -0.302
C -0.978 -2.627 -1.773 0.246 0.165 -0.029
C -1.870 -3.359 -2.559 -0.005 0.011 0.034
C -1.795 -4.743 -2.583 -0.025 -0.038 -0.049
C -0.834 -5.405 -1.832 -0.002 0.009 0.010
C 0.044 -4.682 -1.038 0.046 0.007 0.040
C -0.029 -3.298 -1.007 0.010 0.057 -0.031
C -0.162 -0.346 -3.348 0.397 0.159 0.025
C 0.537 1.003 -3.291 0.208 -0.323 -0.175
C 0.607 1.449 -5.900 0.762 -0.344 -0.655
C 1.078 0.136 -6.198 -0.108 0.289 -0.004
C 0.741 -1.037 -5.577 0.007 -0.069 0.107
C 0.013 -1.232 -4.362 -0.228 0.060 0.091
H -2.842 0.019 -3.179 0.023 -0.086 -0.045
H -3.389 -1.198 -2.018 0.014 -0.029 -0.043
H -2.628 -2.860 -3.150 0.015 -0.009 -0.011
H -2.490 -5.307 -3.192 0.006 0.008 -0.001
H -0.769 -6.484 -1.866 -0.031 0.001 0.025
H 0.787 -5.197 -0.444 -0.009 0.002 0.001
H 0.647 -2.727 -0.384 0.067 -0.039 -0.047
H 0.187 1.522 -2.396 -0.049 0.048 -0.096
H 0.959 2.234 -6.557 -0.056 0.030 0.021
H 1.703 0.072 -7.081 -0.004 -0.048 0.006
H 1.053 -1.953 -6.066 0.038 0.044 -0.051
H -0.363 -2.237 -4.222 -0.013 -0.060 0.051
Cl -0.249 3.803 2.639 0.076 0.037 -0.160
Si -1.007 1.914 2.416 -0.455 0.063 -0.119
Cl -0.286 0.906 4.075 0.078 -0.020 -0.027
Cl -3.027 2.065 2.590 -0.029 -0.009 0.056
C 0.872 5.554 -0.582 -0.095 -0.065 -0.018
C 1.863 4.700 -0.122 0.038 0.047 -0.030
C 1.606 3.342 -0.079 0.012 0.011 0.102
N 0.452 2.806 -0.494 0.005 0.013 -0.041
C -0.496 3.634 -0.959 -0.096 0.044 -0.034
C -0.330 5.006 -1.008 0.141 0.063 -0.022
H 1.025 6.625 -0.596 0.028 -0.001 -0.009
H 2.818 5.078 0.214 -0.009 -0.021 0.039
H 2.359 2.659 0.294 -0.088 0.066 0.078
H -1.423 3.174 -1.276 -0.005 -0.022 0.090
H -1.132 5.632 -1.374 -0.033 -0.028 0.021

91
Properties=species:S:1:pos:R:3:forces:R:3 method="wB97M-V/def2-TZVPD" lumo_energy_ev=-2.324 charge=+1 e_homo_ev=-11.03
Pb -0.901 -0.030 2.642 -0.005 -0.010 0.057
O -5.123 0.311 4.018 0.020 0.064 -0.047
C -4.139 0.070 3.356 -0.002 -0.179 0.036
O -2.907 0.235 3.731 -0.036 0.057 -0.027
C -4.345 -0.419 1.900 0.023 0.059 0.047
P -2.904 -1.318 1.259 -0.041 0.043 0.010
C -3.135 -3.055 1.697 -0.002 -0.032 0.026
C -2.910 -3.400 3.031 -0.002 0.018 0.048
C -3.086 -4.708 3.452 -0.011 -0.010 -0.031
C -3.474 -5.681 2.540 0.008 -0.001 0.014
C -3.695 -5.343 1.213 0.000 -0.003 -0.010
C -3.531 -4.032 0.788 0.024 0.016 0.001
C -2.939 -1.183 -0.547 0.030 -0.061 -0.009
C -1.941 -1.834 -1.279 -0.034 0.020 -0.020
C -1.873 -1.688 -2.654 0.002 0.006 -0.007
C -2.792 -0.884 -3.318 0.011 -0.011 0.000
C -3.789 -0.240 -2.602 -0.007 0.006 0.002
C -3.867 -0.391 -1.222 -0.004 0.030 -0.012
H -4.457 0.501 1.319 0.000 0.003 -0.016
H -5.269 -0.988 1.818 -0.008 0.010 0.034
H -2.621 -2.640 3.753 -0.010 -0.019 -0.034
H -2.924 -4.967 4.490 0.002 0.004 0.003
H -3.609 -6.703 2.867 -0.001 0.002 -0.001
H -4.004 -6.101 0.505 0.001 0.002 -0.001
H -3.711 -3.774 -0.247 -0.006 0.001 -0.006
H -1.220 -2.457 -0.765 0.005 -0.018 0.001
H -1.102 -2.204 -3.212 0.000 -0.001 0.000
H -2.739 -0.774 -4.393 0.000 0.001 0.002
H -4.521 0.369 -3.115 0.003 -0.001 0.005
H -4.666 0.102 -0.685 0.004 -0.007 -0.014
N -1.415 1.499 0.938 0.005 0.069 -0.096
S -1.358 3.102 1.028 0.005 -0.085 0.057
C -0.901 3.714 -0.575 -0.004 -0.043 -0.068
C -0.014 4.774 -0.634 0.010 0.026 0.003
C 0.366 5.268 -1.877 0.012 0.001 0.028
C -0.134 4.690 -3.032 -0.022 -0.031 -0.025
C -1.019 3.618 -2.959 0.024 0.043 -0.021
C -1.412 3.128 -1.728 0.023 -0.033 0.052
C -3.052 3.671 1.161 0.042 0.049 0.006
C -3.597 4.630 0.321 -0.027 -0.023 -0.022
C -4.909 5.033 0.535 -0.024 0.000 -0.004
C -5.654 4.484 1.569 -0.001 0.012 -0.020
C -5.090 3.536 2.413 0.040 -0.022 -0.002
C -3.778 3.135 2.219 -0.020 0.008 0.060
H -2.036 1.193 0.192 0.005 -0.068 0.023
H 0.374 5.208 0.279 0.017 0.017 0.011
H 1.056 6.099 -1.940 -0.004 0.002 0.010
H 0.168 5.072 -3.998 -0.001 -0.001 0.000
H -1.405 3.170 -3.865 -0.002 0.000 0.004
H -2.108 2.298 -1.669 0.003 -0.003 -0.021
H -3.025 5.056 -0.491 -0.006 0.010 0.022
H -5.348 5.778 -0.116 -0.005 -0.001 0.000
H -6.677 4.802 1.721 0.000 0.000 0.002
H -5.657 3.102 3.226 -0.014 -0.003 0.000
H -3.333 2.411 2.892 0.012 0.023 -0.025
Cl 9.392 -2.558 -3.888 -0.007 0.000 0.009
C 7.977 -2.340 -2.918 0.015 -0.003 -0.012
C 7.850 -3.021 -1.720 -0.005 0.007 -0.003
C 6.709 -2.822 -0.962 0.009 -0.005 0.012
C 5.684 -1.971 -1.368 -0.002 0.002 0.003
C 4.463 -1.842 -0.480 0.027 0.012 -0.049
C 3.237 -2.505 -1.102 0.005 -0.058 0.042
N 2.119 -2.507 -0.173 0.022 0.040 0.017
C 1.760 -3.524 0.681 -0.066 -0.028 -0.110
C 0.723 -3.045 1.421 0.017 0.001 -0.012
N 0.457 -1.746 1.049 -0.017 0.074 0.024
C 1.319 -1.457 0.099 -0.041 -0.053 -0.013
O 4.073 -0.516 -0.214 0.013 0.016 -0.023
C 5.038 0.258 0.487 -0.008 0.023 -0.036
C 4.406 1.579 0.778 -0.020 0.007 0.074
C 3.472 1.759 1.753 0.033 -0.030 -0.031
Cl 2.912 0.554 2.840 -0.045 0.013 0.015
S 2.873 3.362 1.821 -0.017 0.013 -0.013
C 3.879 3.825 0.511 0.018 0.021 0.040
C 4.636 2.791 0.063 -0.020 -0.032 -0.032
C 5.851 -1.304 -2.580 -0.009 0.003 -0.039
Cl 4.648 -0.205 -3.197 0.010 -0.001 0.016
C 6.986 -1.478 -3.355 0.001 -0.001 0.011
H 8.633 -3.686 -1.386 -0.001 0.000 -0.001
H 6.609 -3.342 -0.016 0.001 0.001 -0.003
H 4.692 -2.353 0.466 -0.009 0.004 0.012
H 3.460 -3.534 -1.380 0.011 -0.002 0.019
H 2.948 -1.960 -1.999 -0.007 -0.006 -0.005
H 2.243 -4.486 0.657 0.008 0.006 0.009
H 0.138 -3.558 2.168 0.029 0.021 0.027
H 1.401 -0.516 -0.422 0.025 0.020 0.034
H 5.940 0.387 -0.120 -0.001 0.017 0.002
H 5.318 -0.253 1.415 0.006 -0.008 0.002
H 3.873 4.845 0.162 -0.004 -0.007 -0.006
H 5.344 2.874 -0.750 -0.005 -0.002 -0.004
H 7.092 -0.948 -4.291 0.001 0.000 0.001

91
Properties=species:S:1:pos:R:3:forces:R:3 method="wB97M-V/def2-TZVPD" lumo_energy_ev="4.130 / 4.127" multiplicity=5 charge=-2 e_homo_ev="-0.50 / -1.03"
Cr -1.459 2.071 0.435 -0.572 0.128 0.415
Cl -7.162 -0.336 -2.516 0.039 0.023 -0.009
C -5.579 0.379 -2.310 0.028 0.019 -0.017
C -4.989 0.318 -1.053 -0.067 0.048 -0.025
C -3.723 0.860 -0.847 0.041 0.061 0.301
N -2.997 0.817 0.339 -0.012 -0.126 -0.248
C -3.367 0.129 1.451 0.164 0.054 -0.084
O -4.365 -0.577 1.577 -0.065 -0.031 0.070
C -2.310 0.270 2.526 0.007 0.201 -0.234
C -2.161 -0.707 3.475 0.033 -0.051 0.175
C -0.867 -0.780 4.104 -0.057 0.005 -0.063
C 0.051 0.188 3.930 -0.059 0.057 0.015
C -0.333 1.456 3.222 0.030 -0.018 -0.100
N -1.467 1.292 2.326 -0.091 -0.067 0.141
C -3.071 1.522 -1.919 0.203 0.086 0.104
C -3.665 1.548 -3.173 0.022 0.023 -0.041
C -4.919 0.977 -3.366 -0.007 -0.045 -0.023
Cl -5.621 1.038 -4.969 0.013 -0.004 0.074
N -1.874 2.159 -1.555 -0.260 -0.141 -0.202
C -1.145 2.865 -2.403 0.147 0.130 0.028
O -1.201 2.933 -3.636 -0.035 0.061 -0.126
C -0.141 3.760 -1.689 -0.117 -0.167 -0.220
C 0.594 4.656 -2.450 0.082 0.063 -0.124
C 1.446 5.541 -1.818 -0.020 -0.030 -0.124
C 1.522 5.506 -0.439 -0.020 -0.047 0.118
C 0.757 4.573 0.243 0.079 0.025 0.056
N -0.049 3.699 -0.360 0.038 0.139 0.116
H -5.495 -0.167 -0.235 -0.003 0.001 0.008
H -2.884 -1.509 3.526 0.059 0.018 -0.013
H -0.595 -1.686 4.642 -0.016 0.026 -0.004
H 1.069 0.102 4.300 -0.050 -0.039 -0.010
H -0.566 2.248 3.965 0.001 0.027 0.000
H -3.151 2.020 -3.995 -0.002 0.009 0.002
H 0.458 4.621 -3.522 0.006 0.008 0.009
H 2.036 6.249 -2.388 -0.007 -0.006 -0.013
H 2.163 6.177 0.116 -0.005 0.004 0.016
H 0.806 4.535 1.321 0.010 -0.003 -0.001
C 5.778 -2.021 -3.153 -0.048 0.015 0.027
C 4.401 -1.692 -2.633 0.035 0.000 0.001
C 3.992 -0.384 -2.440 -0.023 0.025 -0.051
C 2.726 -0.073 -1.944 0.047 0.091 -0.142
C 2.337 1.378 -1.849 0.002 0.085 -0.224
C 1.842 -1.098 -1.570 0.020 -0.023 0.127
As 0.040 -0.520 -0.893 0.120 -0.219 -0.016
N 0.243 0.843 0.335 0.397 -0.008 0.014
C 1.242 1.175 1.203 -0.353 -0.111 0.150
C 2.577 0.803 1.119 0.117 -0.186 0.339
C 3.559 1.242 2.022 -0.078 0.001 0.016
C 3.223 2.150 3.054 -0.032 -0.010 -0.073
C 1.944 2.583 3.204 -0.008 -0.008 -0.044
C 0.816 2.082 2.360 0.032 -0.206 0.042
C -0.560 -2.050 0.254 0.053 0.054 0.050
C -1.843 -2.539 -0.035 -0.037 0.039 -0.055
C -2.694 -2.122 -1.214 0.056 -0.109 0.068
C -2.428 -3.497 0.798 -0.055 0.012 -0.009
C -1.775 -4.009 1.897 0.017 -0.031 0.016
C -2.429 -5.020 2.803 0.023 0.019 -0.022
C -0.482 -3.565 2.142 -0.010 -0.029 -0.009
C 0.131 -2.602 1.354 0.042 -0.019 -0.027
C 1.532 -2.217 1.740 -0.025 0.035 -0.101
C 2.207 -2.426 -1.868 -0.050 -0.003 -0.016
C 1.271 -3.607 -1.732 0.053 0.093 0.048
C 3.478 -2.695 -2.373 -0.019 -0.005 -0.002
H 6.355 -1.111 -3.328 -0.008 -0.015 -0.002
H 5.727 -2.575 -4.093 0.003 0.006 0.011
H 6.332 -2.638 -2.440 -0.008 0.012 -0.011
H 4.665 0.430 -2.697 -0.024 -0.015 0.019
H 2.993 1.990 -2.470 0.031 -0.023 -0.011
H 2.386 1.745 -0.820 -0.011 0.057 -0.314
H 1.316 1.521 -2.202 -0.043 0.029 -0.058
H 2.884 0.147 0.316 -0.017 -0.087 0.273
H 4.583 0.909 1.901 -0.011 -0.002 -0.002
H 3.999 2.514 3.721 -0.010 0.004 -0.007
H 1.687 3.295 3.983 0.008 -0.047 0.029
H 0.279 2.939 1.948 -0.036 0.102 -0.072
H -2.213 -1.410 -1.877 -0.009 0.019 -0.004
H -3.619 -1.670 -0.856 0.063 -0.108 0.003
H -2.965 -3.007 -1.798 0.017 -0.005 -0.004
H -3.443 -3.818 0.577 0.034 0.012 0.007
H -3.489 -5.126 2.571 0.018 0.009 0.001
H -2.338 -4.721 3.850 -0.007 0.007 -0.018
H -1.959 -6.003 2.699 -0.006 -0.004 0.016
H 0.064 -3.962 2.995 -0.007 0.006 -0.026
H 2.002 -3.029 2.302 -0.012 0.017 -0.002
H 1.523 -1.329 2.369 0.002 0.051 -0.014
H 2.150 -2.000 0.872 0.049 0.041 -0.063
H 0.260 -3.359 -2.049 -0.052 0.023 0.003
H 1.200 -3.968 -0.706 -0.020 0.034 0.052
H 1.632 -4.428 -2.357 -0.014 0.020 0.020
H 3.745 -3.728 -2.581 -0.009 0.019 0.004
F -2.629 3.522 0.735 0.271 -0.104 0.097